Formula: H34O17
Source: OMol25
Level of theory: the ωB97M-V functional and the def2-TZVPD basis

Positions of all 51 atoms, in Å:
O  2.0838  -1.3245  -2.5877
O  -2.7392  -0.1475  -2.2257
O  -0.6372  2.2635  1.0203
O  -0.5392  -2.8435  0.7903
O  -3.2582  2.3935  0.6933
O  0.0598  -0.1865  -0.2127
O  -0.4502  -2.2185  -2.2367
O  0.6958  3.1975  -0.9737
O  -1.8812  2.3435  -1.9287
O  2.2188  -1.9735  0.4663
O  2.0338  -2.0365  3.1483
O  2.1678  1.0865  2.1063
O  2.7438  1.0115  -0.5297
O  -2.7212  -1.4115  0.2543
O  -0.1832  -0.2115  2.7663
O  0.4578  1.1125  -2.7047
O  -2.8292  0.3655  2.4053
H  -0.2172  -3.5385  1.3743
H  1.4538  0.4285  2.2323
H  -1.8992  0.1475  2.2463
H  -0.3332  -1.0965  3.0983
H  2.4368  -2.0265  -2.0907
H  1.0968  -2.2865  3.3043
H  1.4468  3.7735  -1.0497
H  -2.2802  1.4835  -2.0177
H  -0.6462  0.2995  3.4143
H  -0.2362  0.5485  0.3473
H  -0.3752  -3.1695  -2.2687
H  0.4018  -1.8725  -2.4927
H  -3.2862  2.9945  1.4373
H  0.2968  0.4475  -1.9777
H  3.1348  -1.7415  0.6543
H  1.1368  0.7765  -3.2487
H  -0.3402  2.6805  1.8633
H  -2.4292  -0.4695  -1.3707
H  -2.8772  1.0865  1.8193
H  -0.9302  2.2755  -1.9297
H  -2.8512  -0.9245  1.0793
H  2.8278  0.3735  -1.2167
H  1.0408  2.3975  -1.3717
H  -1.7552  -1.6615  0.3973
H  3.0328  1.8505  -0.9327
H  0.9658  -0.4035  -0.0457
H  -2.6902  -0.8875  -2.8017
H  2.4838  0.9545  1.1873
H  2.1588  -1.9985  2.1963
H  1.9698  -1.6685  -3.4917
H  0.1828  -2.3855  0.3533
H  -2.3342  2.3425  0.4143
H  -0.1002  2.7635  0.3773
H  2.2938  -2.9125  0.2613

The calculation puts the strongest force on any atom at 2.992 eV/A. Its HOMO energy is -9.308 eV. The total charge is 0.

Per-atom Mulliken charges, elementary charge units: -0.65 -0.69 -0.51 -0.75 -0.79 2.48 -0.51 -0.72 -0.71 -0.84 -0.64 -0.67 -0.59 -0.81 -0.73 -0.72 -0.80 0.30 0.32 0.15 0.17 0.22 0.28 0.34 0.46 0.26 -0.56 0.25 0.34 0.29 0.21 0.32 0.26 0.23 0.29 0.65 0.25 0.59 0.18 0.23 0.15 0.26 -0.46 0.32 0.33 0.41 0.32 0.14 0.57 0.31 0.28

Formula: C16H19NO5S
Source: OMol25
Level of theory: the ωB97M-V functional and the def2-TZVPD basis

Positions of all 42 atoms, in Å:
S  2.2667  -1.3168  0.3636
O  3.1360  -2.4547  0.5089
O  0.7402  1.1395  0.9630
O  -1.7794  2.5130  -4.4044
O  -2.4760  2.5338  0.3589
O  2.4501  -0.4956  -0.8009
N  -0.6131  2.4272  -0.9394
C  2.4962  -0.2180  1.8524
C  -1.3149  2.2137  0.1986
C  -0.2969  -1.2505  -0.5202
C  -1.3548  1.8870  -3.2194
C  0.5311  -1.7971  0.4430
C  -1.9630  1.6139  -5.4674
C  0.0405  -2.6153  1.4517
C  0.2452  0.4171  3.0068
C  1.2028  0.4583  2.0289
C  -1.6570  -1.4953  -0.4825
C  -1.2079  2.9603  -2.1365
C  -0.5264  1.5315  1.2422
C  -2.1720  -2.2953  0.5248
C  -0.8724  1.1155  2.5005
C  0.9307  -3.2136  2.4929
C  -1.3313  -2.8544  1.4702
H  -0.3862  1.3830  -3.3809
H  -1.8099  1.2888  2.9855
H  -2.0855  1.1268  -2.9006
H  0.9961  -2.5507  3.3557
H  0.3300  2.0724  -0.9981
H  0.5251  -4.1634  2.8338
H  0.3327  -0.0407  3.9707
H  -2.3094  -1.0621  -1.2241
H  -2.2822  2.2059  -6.3222
H  -2.1906  3.3531  -1.8686
H  -1.7407  -3.4856  2.2452
H  -0.5939  3.7735  -2.5333
H  2.7795  -0.8237  2.7047
H  -2.7326  0.8685  -5.2308
H  -3.2332  -2.4868  0.5712
H  -1.0303  1.0900  -5.7121
H  3.2976  0.4590  1.5667
H  1.9292  -3.3711  2.0958
H  0.1500  -0.6362  -1.2858

The calculation puts the strongest force on any atom at 1.243 eV/A. Its HOMO energy is -8.948 eV. The SMILES is COCCNC(=O)c1ccc(CS(=O)(=O)c2ccccc2C)o1. The total charge is 0.

Per-atom Mulliken charges, elementary charge units: 1.29 -0.74 -0.25 -0.38 -0.68 -0.65 -0.05 -0.93 0.03 -0.63 -0.02 0.50 -0.72 0.67 -0.63 0.42 -0.51 -0.98 0.71 -0.73 -0.71 -1.65 -0.60 0.33 0.57 0.15 0.19 0.28 0.52 0.55 0.38 0.26 0.35 0.44 0.31 0.40 0.29 0.41 0.30 0.51 0.35 0.65

Formula: C25H23MnN3O9S3
Source: OMol25
Level of theory: the ωB97M-V functional and the def2-TZVPD basis

Positions of all 64 atoms, in Å:
Mn  1.3000  0.0527  -0.4230
S  -1.1366  0.9792  0.8580
S  3.0549  2.4938  0.4642
S  1.4179  0.5368  -3.4207
O  0.5158  -1.7300  -0.6490
O  3.0015  2.8364  1.8733
O  0.9193  -3.7458  -1.6789
O  1.8393  1.8152  -0.1730
O  1.7609  -0.0263  -4.6967
O  4.1543  1.6764  0.0481
O  1.7915  1.8817  -3.2253
O  -1.5891  2.0501  1.6608
O  -0.9726  1.1249  -0.6087
N  0.2142  0.2843  1.2578
N  2.5973  -0.6501  1.3116
N  2.1225  -0.3072  -2.2400
C  -4.6663  -0.7939  1.2132
C  2.2090  -1.8169  -2.3110
C  -4.4008  -2.1364  1.0321
C  -3.0933  -2.5639  0.7314
C  -3.1177  0.8039  -3.0050
C  -1.1440  -0.5816  -3.0906
C  2.9514  3.9343  -0.4715
C  -4.5706  0.9654  -2.5585
C  1.1203  -2.5737  -1.4835
C  -0.1699  -0.1313  3.6957
C  0.5497  -0.1568  2.5005
C  4.5066  -1.4619  2.4004
C  -2.3897  1.8793  -3.4147
C  1.9520  -0.5990  2.5359
C  -2.5036  -0.4244  -2.9302
C  -0.3563  0.5452  -3.4332
C  -2.0821  -1.5748  0.7708
C  3.9077  -1.4549  3.6020
C  2.5640  -1.0006  3.7380
C  0.4543  -0.5812  4.9137
C  -2.4248  -0.2506  0.9694
C  -1.0197  1.7699  -3.4451
C  3.8447  -1.0103  1.2714
C  -3.7209  0.1767  1.1191
C  1.7698  -0.9560  4.9473
H  -3.0850  -1.2387  -2.5279
H  -5.2663  -2.8204  0.9379
H  -1.0574  -1.7659  0.6414
H  3.1901  -2.0376  -1.8105
H  -3.8918  1.2008  1.3416
H  2.3137  -2.0991  -3.3544
H  5.5693  -1.7723  2.2800
H  -5.7075  -0.6030  1.4611
H  -1.2047  0.1721  3.6945
H  -5.2685  0.1585  -2.7595
H  2.9896  3.6692  -1.5227
H  -0.1808  -0.5905  5.7711
H  -4.5564  1.1987  -1.5230
H  -0.4388  2.6569  -3.6701
H  3.7861  4.5644  -0.0602
H  4.3691  -1.8324  4.4777
H  -0.7208  -1.5546  -2.9578
H  2.0771  4.4560  -0.1680
H  4.3307  -0.9498  0.3431
H  -4.9814  1.8299  -3.0020
H  2.3627  -1.0987  5.8675
H  -2.9239  -3.6088  0.5997
H  -2.8659  2.7868  -3.7156

The calculation puts the strongest force on any atom at 3.486 eV/A. The spin multiplicity is 5. Its HOMO energy (spin up / spin down) is -5.750 / -5.771 eV. The total charge is -1.

Per-atom Mulliken charges, elementary charge units: 0.16 0.51 1.14 1.44 -0.21 -0.71 -0.73 -0.10 -0.85 -0.69 -0.69 -0.74 0.07 0.89 0.33 -0.01 -0.43 -0.77 -0.41 -0.93 1.08 -0.13 -1.00 -1.57 0.48 -0.89 0.52 -1.11 -1.04 0.20 -0.78 -0.17 -0.07 -0.66 0.53 -0.91 0.74 -0.42 -0.07 -1.03 -0.84 0.36 0.30 0.09 0.21 0.60 0.46 0.31 0.36 0.48 0.38 0.23 0.43 0.20 0.49 0.38 0.48 0.53 0.33 0.61 0.47 0.29 0.52 0.38

Record order is preserved below.
Relative energy (zero: lowest compared OMol25 entry of this formula, charge and spin): 2.6574 0.3805 0.4539 eV